{
  "formula": "C2H4InLiO",
  "method": "ωB97M-V/def2-TZVPD",
  "total_charge": 2,
  "lumo_ev": [-9.103, -12.986],
  "e_homo_ev": [-19.42, -19.56],
  "spin_multiplicity": 1,
  "symbols": ["C", "H", "C", "H", "H", "O", "Li", "In", "H"],
  "positions_angstrom": [[0.01331, -0.31269, 0.31277], [-0.61910, -0.52724, 1.18527], [0.70494, -1.30886, -0.29646], [0.63109, -2.33300, 0.06629], [1.17799, -1.15921, -1.27711], [0.19148, 0.97083, 0.00124], [-1.26886, 2.17352, -0.11807], [2.13723, 0.72748, 0.11842], [-2.96808, 1.76918, 0.00764]],
  "lowdin_charge": [-0.351, 0.161, 0.041, 0.119, 0.087, -0.398, 0.745, 1.428, 0.168]
}